Entry 1:
Here is C21H32BF4HgN3OSi as an isolated structure in a non-equilibrium geometry from the Open Molecules 2025 dataset. Energies are from ωB97M-V/def2-TZVPD.

CARTESIAN COORDINATES (ANGSTROEM)
Hg  0.776376  -0.339737  -0.069208
C  -0.673696  4.342825  -2.054892
N  -0.220676  4.559778  -0.694862
C  0.933645  5.449167  -0.619881
C  -0.196015  3.429428  0.133414
N  -0.407819  2.226037  -0.254789
N  0.070567  3.706596  1.459513
C  -0.666794  4.783571  2.102953
C  0.303665  2.564635  2.331796
H  -0.746317  5.310228  -2.550762
H  -1.662986  3.887020  -2.048793
H  0.007736  3.708064  -2.636769
H  1.733068  5.117839  -1.294801
H  1.325878  5.463734  0.392053
H  0.637225  6.461236  -0.901039
H  -0.500606  2.132492  -1.259245
H  -0.917210  5.558753  1.384826
H  -0.059345  5.219172  2.898438
H  -1.597413  4.407277  2.545543
H  1.050427  1.904711  1.899037
H  -0.595303  1.966667  2.491689
H  0.670867  2.939933  3.287963
C  -3.226916  -1.677023  1.198937
C  -2.898231  -1.190492  2.616078
C  -3.014181  0.338422  2.659133
C  -3.854918  -1.787586  3.649669
Si  -1.054227  -1.586912  2.976731
O  -0.040477  -0.636691  2.188681
C  -0.688380  -3.436617  2.768403
C  0.668600  -3.762777  2.641411
C  1.087057  -5.065145  2.409626
C  0.151615  -6.084686  2.299664
C  -1.196981  -5.790715  2.434311
C  -1.607187  -4.482770  2.668298
C  -0.795600  -1.242040  4.834789
C  -1.037177  -2.206243  5.817625
C  -0.745731  -1.957480  7.153723
C  -0.202843  -0.737299  7.533413
C  0.050547  0.231321  6.571317
C  -0.238033  -0.025250  5.235859
H  -4.226631  -1.343479  0.892072
H  -3.196723  -2.765479  1.123391
H  -2.504902  -1.278428  0.480660
H  -4.031682  0.657839  2.397664
H  -2.320615  0.789200  1.946033
H  -2.783098  0.720458  3.658794
H  -4.889898  -1.496987  3.426770
H  -3.612852  -1.424455  4.651215
H  -3.817764  -2.878070  3.672917
H  1.402821  -2.966568  2.709877
H  2.143391  -5.279785  2.300315
H  0.469224  -7.098693  2.089503
H  -1.937336  -6.576838  2.344319
H  -2.668197  -4.289455  2.761514
H  -1.446648  -3.169984  5.531343
H  -0.938842  -2.719534  7.900602
H  0.035387  -0.550656  8.574025
H  0.481967  1.183087  6.860799
H  -0.006156  0.714177  4.477615
F  0.047599  -2.974179  -4.311313
B  0.838458  -2.118539  -3.540433
F  0.026568  -1.544715  -2.501056
F  1.341074  -1.066438  -4.328830
F  1.892099  -2.820371  -2.933714

Force components x, y, z for each atom (eV/Å):
Hg -0.59 -0.25 0.87
C -0.04 0.02 0.07
N 0.03 -0.04 -0.02
C -0.08 -0.01 0.02
C -0.06 0.00 -0.11
N -0.01 -0.33 0.06
N 0.10 -0.02 0.04
C 0.05 -0.02 -0.03
C -0.01 0.04 -0.09
H -0.01 0.00 -0.01
H 0.01 -0.03 -0.03
H 0.01 0.03 -0.02
H 0.00 0.01 0.00
H 0.00 0.02 0.00
H 0.02 0.00 -0.02
H 0.10 0.17 -0.03
H 0.01 0.00 -0.01
H -0.02 0.00 0.01
H 0.00 0.00 0.01
H 0.00 -0.02 0.02
H 0.00 -0.01 0.01
H 0.00 0.00 0.00
C -0.05 0.06 0.09
C 0.32 -0.06 -0.14
C 0.01 -0.07 -0.06
C 0.03 0.04 -0.07
Si -0.39 0.00 0.44
O 0.45 0.14 -1.03
C 0.17 0.08 -0.21
C -0.10 -0.02 0.00
C 0.03 0.04 0.04
C -0.03 0.01 -0.03
C 0.00 0.03 0.04
C 0.04 -0.02 0.02
C 0.23 -0.14 -0.17
C 0.00 0.19 0.04
C -0.08 -0.05 -0.01
C 0.01 0.00 -0.01
C -0.03 0.01 -0.03
C -0.04 -0.07 0.10
H 0.02 0.00 0.00
H -0.01 0.01 -0.03
H -0.06 -0.01 -0.05
H 0.00 -0.03 0.03
H -0.05 0.05 0.00
H 0.00 0.04 -0.03
H 0.02 0.00 -0.01
H -0.05 -0.03 0.01
H -0.03 0.01 0.03
H 0.02 -0.03 -0.04
H -0.01 -0.02 -0.01
H 0.01 0.00 0.03
H 0.01 -0.01 0.00
H 0.00 0.01 -0.04
H 0.03 -0.01 0.01
H 0.02 0.01 -0.01
H -0.01 0.02 -0.01
H 0.01 -0.01 0.00
H 0.00 0.00 0.02
F 0.02 0.03 0.04
B 0.09 0.07 0.00
F -0.04 0.15 0.26
F -0.01 -0.06 0.06
F -0.03 0.05 -0.03

Its expectation value of S² is 0.755. The frontier orbital gap (spin up / spin down) is 7.95 / 6.93 eV. The multiplicity is 2. The value obtained for the molecular weight is 657.99 g/mol. Its total energy is -1926.481979 a.u. Its energy above the lowest of the compared OMol25 structures with the same formula, charge and spin is 25.2 kcal per mole. The calculation puts the LUMO energy (spin up / spin down) at 2.30 / 0.64 eV. The charge is -1. The largest force on an atom is 1.13 eV/Å.

=====

Entry 2:
Here is C21H32BrClFNNbO5S3 as an isolated structure in a non-equilibrium geometry from the Open Molecules 2025 dataset. Energies are from ωB97M-V/def2-TZVPD.

CARTESIAN COORDINATES (ANGSTROEM)
C  -8.541168  1.950975  -2.360790
C  -7.430837  0.954629  -1.765157
C  -7.298260  0.696592  -0.218644
C  -6.245259  -0.305245  0.371147
C  -5.245796  -1.085922  -0.515767
C  -4.163294  -2.142547  -0.016894
Nb  -2.465213  -1.283661  1.241724
Br  -3.080599  1.219913  0.709101
C  -3.731579  -1.356512  3.136622
C  -3.328332  -0.329573  4.298973
O  -3.875376  -0.502556  5.428461
Cl  -2.135445  1.043984  4.165559
N  -1.766527  -3.340941  1.526563
C  -0.922300  -3.386888  2.521051
S  0.104666  -3.597770  3.839334
C  -1.006454  -1.190845  -0.552474
C  0.520952  -1.070279  0.014882
F  -1.061985  -2.442225  -1.294917
C  -5.349952  -0.823082  -2.066110
C  -6.411392  0.162278  -2.655309
H  -9.447902  1.925806  -1.645348
H  -8.180282  3.025518  -2.478895
H  -8.941718  1.521840  -3.357869
H  -8.006929  1.277415  0.462635
H  -6.248113  -0.434309  1.499852
H  -3.679780  -2.604866  -0.964932
H  -4.687971  -3.033630  0.505354
H  -1.061191  -0.778969  2.278427
H  -4.866555  -1.277207  2.939612
H  -3.583227  -2.414120  3.587318
H  -1.209737  -0.257756  -1.198482
H  0.915672  0.005547  -0.018617
H  1.224618  -1.703936  -0.650335
H  0.632217  -1.472172  1.076331
H  -4.664177  -1.359675  -2.820837
H  -6.500125  0.321244  -3.782578
C  3.754076  -2.144445  -3.377983
C  4.887255  -1.269492  -3.918532
C  5.143322  -0.164317  -2.891889
S  4.666950  -0.837556  -1.304021
O  3.524585  -0.098443  -0.815184
O  5.850987  -1.049005  -0.501320
C  4.098950  -2.412644  -1.919181
H  3.653714  -3.073159  -3.943425
H  2.804932  -1.602833  -3.445209
H  5.790456  -1.876843  -4.039268
H  4.642109  -0.849336  -4.896655
H  6.195064  0.122007  -2.862231
H  4.524366  0.713334  -3.085983
H  3.247081  -2.756206  -1.332410
H  4.925507  -3.121676  -1.833979
C  4.665690  1.763918  2.327658
C  5.177256  2.909593  3.203469
C  5.841217  3.931854  2.279343
S  5.028861  3.772483  0.692299
O  5.991344  3.283573  -0.269921
O  4.225095  4.949975  0.448423
C  3.955609  2.425480  1.154536
H  3.996265  1.100318  2.878546
H  5.511152  1.168843  1.966742
H  4.333536  3.375687  3.722864
H  5.875527  2.555369  3.965478
H  5.715952  4.950255  2.648940
H  6.901735  3.715049  2.139196
H  3.812153  1.755191  0.306854
H  2.998601  2.851972  1.463850

Force components x, y, z for each atom (eV/Å):
C -0.14 -1.36 0.47
C 2.85 -2.42 1.84
C 2.02 -1.59 -2.69
C -0.56 0.78 -3.24
C -2.15 1.60 -2.04
C -1.73 -0.54 -0.89
Nb -0.74 0.04 -1.94
Br 0.56 -1.37 0.36
C 0.46 0.57 0.99
C -3.35 -2.22 4.10
O 2.60 1.28 -4.38
Cl -0.90 -1.03 -0.06
N 4.53 1.17 5.54
C -2.80 -0.25 -2.87
S -2.10 0.42 -2.83
C 1.97 1.02 0.98
C 0.17 -0.34 -0.59
F -0.14 1.34 0.27
C -2.58 2.01 1.71
C -0.19 -0.24 3.28
H 1.48 0.22 -1.04
H -0.40 -1.51 0.09
H 0.85 0.87 1.48
H 1.19 -1.06 -0.89
H 0.11 0.16 -1.72
H -0.60 0.75 1.46
H 0.69 1.40 -0.70
H -0.16 -0.44 0.31
H 1.78 0.21 0.43
H -0.16 1.75 -0.45
H 0.27 -1.86 0.31
H -0.72 -1.51 0.12
H -1.15 1.02 0.83
H -0.16 0.57 -1.48
H -1.15 0.89 1.54
H 0.32 -0.37 1.71
C -0.14 0.06 -0.12
C 0.07 -0.12 -0.18
C 0.19 0.25 -0.55
S 0.17 -0.22 0.07
O 0.45 -0.08 0.08
O -0.37 0.26 0.12
C -0.25 -0.39 -0.20
H -0.02 0.07 0.07
H 0.04 -0.09 0.05
H -0.07 0.05 0.02
H 0.04 -0.02 0.10
H -0.16 0.07 0.21
H 0.03 -0.07 0.17
H 0.11 0.13 0.11
H -0.02 0.12 0.07
C 0.13 -0.13 0.03
C -0.10 -0.06 0.22
C 0.34 0.13 0.54
S -0.55 -0.18 0.07
O -0.09 0.33 -0.06
O 0.42 -0.07 -0.27
C -0.19 -0.31 0.09
H 0.05 0.04 -0.10
H -0.11 -0.01 -0.03
H 0.07 -0.04 -0.06
H -0.05 0.06 -0.06
H 0.05 -0.03 -0.23
H -0.11 0.03 -0.12
H 0.02 0.18 0.02
H 0.09 0.05 -0.07

The frontier orbital gap is 6.40 eV. The multiplicity is 1. The value obtained for the molecular weight is 701.95 g/mol. Its total energy is -5635.704199 a.u. The calculation puts the LUMO energy at 1.26 eV. The charge is -1. The largest force on an atom is 7.25 eV/Å.

=====

Entry 3:
Here is C21H32N2O2S as an isolated structure in a non-equilibrium geometry from the Open Molecules 2025 dataset. Energies are from ωB97M-V/def2-TZVPD.

CARTESIAN COORDINATES (ANGSTROEM)
C  -7.148114  -2.409620  -0.231794
H  -7.259432  -2.696274  -1.348500
H  -5.980981  -2.424903  -0.125963
H  -7.720224  -3.061123  0.335801
S  -7.702529  -0.874405  -0.183885
C  -6.937153  0.053431  -1.362194
C  -5.458476  0.067632  -1.100891
H  -4.997815  -0.803966  -1.379474
H  -5.011610  0.723742  -2.241401
C  -4.876461  0.875124  0.004979
N  -3.612523  0.812927  0.442231
C  -2.629009  0.942242  -0.669602
C  -1.137008  0.697763  0.002767
C  -0.881215  -0.366250  0.857251
C  -2.061135  -0.734907  1.663313
C  -3.452049  -0.713918  1.169904
H  -4.163256  -1.005866  1.802559
H  -3.432146  -1.560690  0.386734
H  -1.937055  0.162446  2.494141
H  -1.943040  -1.640096  2.390879
O  0.247583  -0.437471  1.490805
C  1.379553  -0.504650  1.134316
C  2.595255  -0.466054  1.893633
C  3.815800  -0.689730  1.523706
C  4.092792  -0.759672  -0.254691
C  3.080159  -0.957733  -0.870295
C  1.721862  -0.988595  -0.383792
H  0.925967  -0.676897  -1.110570
H  3.079518  -1.194454  -1.801474
C  5.484130  -1.211598  -0.515220
O  5.678644  -1.980721  -1.409959
N  6.404929  -0.358514  -0.325228
C  6.326668  0.989678  0.478816
C  7.366368  1.673069  -0.208831
H  7.015001  2.107743  -1.149374
C  8.554445  0.987154  -0.343207
H  9.069427  0.639992  0.388778
C  7.763357  -0.466334  -0.511071
H  7.653545  -0.546429  -1.847193
H  8.120424  -1.267847  -0.301905
H  9.311916  1.012781  -0.977571
H  7.540889  2.717523  0.673543
H  6.389068  0.807421  1.564393
H  5.243492  1.213715  0.344698
H  4.607991  -0.683524  1.963385
H  2.576911  -0.507611  2.879887
H  -0.779505  -1.378640  0.125178
H  -1.017655  1.524474  0.904376
H  -0.350651  1.181592  -0.720443
H  -2.838481  1.871436  -1.001619
H  -2.488114  0.109496  -1.395210
C  -5.072926  2.478488  -0.155463
H  -5.966140  2.748188  -0.188869
H  -4.599242  2.738426  -0.925650
H  -4.498115  2.852577  0.855794
H  -5.512505  0.673154  1.045136
H  -7.333450  1.080148  -1.500631
H  -7.247691  -0.373889  -2.275048

Force components x, y, z for each atom (eV/Å):
C 5.14 -2.39 -4.99
H 0.12 -0.46 1.51
H -2.03 -0.65 0.55
H -0.69 -1.13 1.31
S -5.17 4.04 4.57
C 1.31 1.45 -0.87
C 1.42 4.51 -5.43
H 1.09 -2.60 0.21
H -1.04 -1.57 2.99
C -6.61 3.26 3.18
N 4.40 -6.17 1.39
C 3.27 -5.12 3.97
C -0.27 9.75 -0.79
C -2.96 -9.00 -6.06
C 0.62 1.68 7.26
C 4.32 2.13 -6.72
H -2.92 -0.12 2.91
H -0.51 1.34 0.33
H -0.84 -1.77 -1.35
H 0.35 1.19 -1.73
O -3.92 1.94 8.08
C 10.35 -3.20 -10.60
C -2.54 -0.41 -0.69
C -5.72 0.56 -13.09
C 8.56 0.28 13.35
C -10.66 -0.78 -0.67
C -1.95 3.85 4.08
H 0.82 -0.99 0.59
H 0.51 -1.46 -6.26
C -3.48 1.69 -3.37
O 0.26 -4.59 -1.76
N 2.54 6.20 6.90
C -4.26 -4.19 0.25
C -1.01 9.94 2.70
H 0.00 0.01 0.20
C -3.72 -6.03 -0.88
H 2.93 -0.63 6.45
C -2.51 8.23 -11.03
H 1.25 -0.32 3.08
H 4.87 -9.45 3.11
H 2.31 1.25 -4.19
H -0.42 -2.34 -2.91
H 0.78 0.09 -0.34
H 1.02 1.06 -0.15
H 8.68 -0.12 5.84
H -1.14 0.46 4.92
H -0.36 1.66 0.93
H -0.65 -0.70 -2.08
H -1.13 -1.89 1.16
H 0.41 2.88 -1.78
H -1.49 0.59 -0.25
C 5.00 -5.35 8.55
H -7.90 2.43 -0.11
H 3.90 2.46 -6.24
H -1.69 -0.47 -2.68
H 0.93 0.25 -2.66
H -0.07 -0.55 1.01
H 0.54 -0.70 -1.67

The frontier orbital gap is 8.16 eV. The multiplicity is 1. The value obtained for the molecular weight is 376.57 g/mol. Its total energy is -1476.780264 a.u. Its energy above the lowest of the compared OMol25 structures with the same formula, charge and spin is 509.2 kcal per mole. The calculation puts the LUMO energy at 0.55 eV. The largest force on an atom is 15.86 eV/Å.